(1)
Molecular formula: C7H11ClFNO4
Method: DFT, ωB97M-V with the def2-TZVPD basis set

Summary:
* LUMO energy: -0.48 eV
* E_HOMO: -10.135 eV
* SMILES string: COCCCN(CC(=O)Cl)C(=O)OF
* maximum force: 9.5 eV/Å

Each line ends with the Löwdin charge.
Geometry (Å):
C 3.30 -0.97 -0.15  -0.120
O 1.88 -0.54 0.01  -0.251
C 1.98 0.90 0.30  -0.247
C 0.55 1.69 0.44  -0.133
C -0.74 0.74 0.80  -0.180
N -1.25 -0.11 -0.34  -0.087
C -2.52 -0.83 0.15  -0.152
C -2.11 -2.14 1.05  -0.552
O -2.32 -2.08 2.39  -0.076
Cl -1.36 -3.62 0.19  0.562
C -1.79 0.76 -1.50  -0.216
O -2.86 1.57 -1.30  0.001
O -1.21 0.73 -2.86  0.059
F -0.45 -0.37 -2.85  -0.027
H 4.05 -0.24 0.42  0.098
H 3.49 -2.07 0.22  0.101
H 3.60 -0.96 -1.31  0.107
H 2.56 1.42 -0.60  0.138
H 2.56 1.07 1.33  0.132
H 0.38 2.30 -0.55  0.118
H 0.69 2.48 1.32  0.131
H -0.46 0.05 1.70  0.146
H -1.59 1.48 1.20  0.142
H -3.18 -1.19 -0.78  0.156
H -3.20 -0.05 0.72  0.149



(2)
Molecular formula: C4H3LiOPm
Method: DFT, ωB97M-V with the def2-TZVPD basis set

Summary:
* LUMO energy (alpha / beta): 2.71 / 1.94 eV
* E_HOMO (alpha / beta): -2.207 / -2.171 eV
* maximum force: 3.2 eV/Å
* charge: -1
* spin multiplicity: 5

Each line ends with the Löwdin spin population.
Geometry (Å):
H 2.18 -0.77 0.14  -0.001
O 0.88 0.79 -0.25  0.004
C 1.12 -0.48 0.06  0.017
C 0.17 -1.31 0.55  0.000
H 0.12 -2.12 -0.25  -0.001
H -0.11 -1.34 1.61  -0.001
Pm 2.22 2.83 0.33  3.017
Li -1.06 1.18 -0.09  0.026
C -3.01 1.19 -0.96  0.394
C -2.51 0.04 -1.13  0.546



(3)
Molecular formula: C35H36ClIN4OPt
Method: DFT, ωB97M-V with the def2-TZVPD basis set

Summary:
* LUMO energy: -6.44 eV
* E_HOMO: -13.357 eV
* energy relative to the best compared isomer or geometry (same formula, charge and spin): 0.00 kcal/mol
* maximum force: 2.2 eV/Å
* charge: +2

Each line ends with the Löwdin charge.
Geometry (Å):
Pt 1.54 -0.22 1.00  1.462
Cl 5.76 -4.43 4.89  0.734
C 5.09 -3.27 3.82  -0.654
C 5.51 -3.21 2.48  -0.038
C 4.97 -2.30 1.61  0.015
C 3.98 -1.40 2.02  -0.364
O 3.50 -0.51 1.15  -0.238
C 3.55 -1.48 3.35  -0.155
C 2.54 -0.58 3.81  -0.010
N 1.78 0.11 3.02  -0.032
C 0.92 1.13 3.52  -0.221
C 0.36 1.19 4.77  0.008
C -0.47 2.27 5.12  -0.027
C -0.73 3.28 4.23  0.009
C -0.16 3.24 2.93  -0.130
C -0.37 4.23 1.95  0.036
C 0.20 4.10 0.72  -0.009
C 0.99 2.96 0.45  -0.087
N 1.21 2.02 1.35  0.017
C 0.66 2.15 2.59  -0.183
C 4.13 -2.39 4.25  -0.028
H 6.28 -3.90 2.15  0.125
H 5.30 -2.25 0.58  0.133
H 2.47 -0.41 4.88  0.153
H 0.54 0.40 5.49  0.126
H -0.91 2.29 6.11  0.124
H -1.37 4.11 4.50  0.131
H -1.00 5.09 2.18  0.136
H 0.07 4.84 -0.06  0.122
H 1.45 2.83 -0.52  0.123
H 3.79 -2.43 5.28  0.127
C -0.04 1.00 -5.67  -0.026
C 0.73 -0.26 -5.26  -0.554
C -0.10 -1.52 -5.57  -0.023
C 2.04 -0.32 -6.05  -0.051
C 0.98 -0.20 -3.76  -0.107
C 2.25 -0.24 -3.19  0.052
C 2.39 -0.14 -1.82  -0.050
N 1.33 -0.02 -1.01  -0.074
C 0.09 -0.03 -1.52  -0.233
C -0.11 -0.11 -2.88  0.072
C -0.97 -0.01 -0.50  -0.238
C -2.32 0.00 -0.76  0.071
C -3.25 -0.08 0.27  -0.112
C -2.73 -0.21 1.56  0.054
C -1.37 -0.20 1.77  -0.071
N -0.50 -0.07 0.76  -0.076
C -4.73 -0.06 -0.03  -0.553
C -5.58 -0.06 1.24  -0.051
C -5.07 -1.32 -0.85  -0.021
C -5.06 1.20 -0.85  -0.028
H -0.18 0.99 -6.75  0.100
H 0.52 1.90 -5.42  0.098
H -1.02 1.06 -5.21  0.082
H -0.25 -1.58 -6.65  0.100
H -1.08 -1.49 -5.10  0.083
H 0.42 -2.42 -5.25  0.098
H 1.81 -0.34 -7.11  0.099
H 2.61 -1.23 -5.82  0.095
H 2.67 0.55 -5.86  0.096
H 3.13 -0.34 -3.79  0.123
H 3.36 -0.14 -1.34  0.126
H -1.12 -0.12 -3.27  0.123
H -2.66 0.06 -1.79  0.124
H -3.39 -0.32 2.42  0.122
H -0.95 -0.28 2.76  0.120
H -5.46 -0.98 1.81  0.094
H -6.63 0.02 0.97  0.098
H -5.34 0.80 1.88  0.095
H -4.81 -2.23 -0.31  0.098
H -4.55 -1.33 -1.81  0.085
H -6.14 -1.34 -1.06  0.101
H -4.76 2.10 -0.31  0.097
H -6.13 1.25 -1.02  0.099
H -4.57 1.20 -1.82  0.082
I 0.08 -3.26 -0.09  0.928
C 1.40 -2.26 1.22  -0.733
H 2.38 -2.66 0.99  -0.021
H 1.10 -2.45 2.24  0.004



(4)
Molecular formula: C30H47BiGe2N4S4
Method: DFT, ωB97M-V with the def2-TZVPD basis set

Summary:
* LUMO energy: -6.14 eV
* E_HOMO: -12.857 eV
* energy relative to the best compared isomer or geometry (same formula, charge and spin): 6.24 kcal/mol
* maximum force: 0.5 eV/Å
* charge: +2

Each line ends with the Löwdin charge.
Geometry (Å):
Bi 0.11 0.16 -1.08  1.330
C -0.12 -0.60 -5.23  -0.528
C -1.55 -1.11 -5.03  -0.499
S -2.07 -1.29 -3.30  0.768
C -3.67 -0.43 -3.30  -0.519
C -3.65 1.05 -3.68  -0.495
S -2.44 2.04 -2.75  0.770
C -1.61 2.95 -4.07  -0.518
C -0.86 2.14 -5.13  -0.502
S 0.34 0.96 -4.44  0.780
H 0.08 -0.52 -6.30  0.089
H 0.59 -1.32 -4.83  0.064
H -1.63 -2.09 -5.51  0.085
H -2.26 -0.46 -5.53  0.067
H -4.04 -0.56 -2.28  0.071
H -4.34 -0.97 -3.96  0.091
H -4.64 1.46 -3.50  0.086
H -3.44 1.17 -4.74  0.068
H -0.92 3.62 -3.55  0.069
H -2.35 3.58 -4.57  0.090
H -0.32 2.83 -5.78  0.084
H -1.55 1.58 -5.75  0.068
C 4.61 0.94 -1.56  0.006
C 3.24 0.38 -1.37  -0.253
N 2.25 1.06 -0.90  -0.143
N 2.54 2.35 -0.52  0.028
C 1.58 3.12 -0.12  -0.720
N 1.90 4.34 0.32  0.124
S -0.16 2.76 -0.21  0.596
C 3.00 -1.06 -1.68  -0.232
C 4.04 -1.91 -2.01  0.031
C 3.76 -3.26 -2.22  0.002
C 2.46 -3.71 -2.10  -0.011
C 1.47 -2.80 -1.78  -0.116
N 1.74 -1.51 -1.57  -0.080
H 4.60 2.02 -1.52  0.079
H 5.01 0.61 -2.53  0.099
H 5.29 0.57 -0.79  0.114
H 2.86 4.63 0.32  0.132
H 1.18 5.03 0.49  0.100
H 5.05 -1.54 -2.10  0.123
H 4.56 -3.94 -2.47  0.131
H 2.21 -4.75 -2.26  0.129
H 0.43 -3.10 -1.69  0.111
C 0.75 4.09 3.61  -0.156
C -0.59 4.27 2.89  -0.351
Ge -1.17 2.70 1.93  0.779
C -2.97 2.66 1.19  -0.356
C -3.35 1.26 0.70  -0.176
C -0.86 1.16 3.03  -0.230
C -0.55 -0.14 2.97  -0.319
Ge 0.17 -1.07 1.38  0.817
C 2.08 -1.41 1.73  -0.354
C 2.60 -2.85 1.82  -0.141
C -1.05 -2.53 0.81  -0.379
C -0.67 -3.99 1.07  -0.145
C -0.68 -1.00 4.19  -0.231
C -0.12 -2.27 4.21  -0.067
C -0.22 -3.10 5.32  -0.054
C -0.90 -2.67 6.44  -0.058
C -1.48 -1.40 6.44  -0.055
C -1.37 -0.58 5.33  -0.030
H 0.98 4.97 4.21  0.082
H 1.57 3.94 2.92  0.050
H 0.72 3.23 4.28  0.066
H -0.59 5.13 2.21  0.064
H -1.39 4.47 3.61  0.080
H -3.02 3.39 0.38  0.060
H -3.65 3.00 1.97  0.082
H -2.69 0.92 -0.11  -0.004
H -4.36 1.26 0.30  0.084
H -3.30 0.53 1.50  0.070
H -1.15 1.53 4.02  0.057
H 2.28 -0.87 2.66  0.075
H 2.64 -0.88 0.96  0.020
H 2.12 -3.42 2.61  0.062
H 3.67 -2.85 2.03  0.082
H 2.45 -3.39 0.88  0.047
H -1.23 -2.40 -0.26  0.004
H -1.99 -2.28 1.30  0.071
H 0.30 -4.25 0.65  0.049
H -1.41 -4.66 0.63  0.081
H -0.63 -4.22 2.14  0.064
H 0.43 -2.64 3.35  0.044
H 0.23 -4.09 5.30  0.114
H -0.99 -3.31 7.31  0.115
H -2.02 -1.06 7.31  0.115
H -1.85 0.38 5.37  0.104



Look up the maximum force of the first one.
9.5 eV/Å